{
  "formula": "C4H11NO2",
  "method": "ωB97M-V/def2-TZVPD",
  "species": ["C", "N", "C", "C", "C", "O", "H", "H", "H", "H", "H", "H", "H", "H", "H", "O", "H", "H"],
  "xyz": [[-0.317, -1.347, -1.333], [0.540, -1.581, -0.209], [1.143, -0.386, 0.518], [0.169, -0.120, 1.654], [1.238, 0.869, -0.347], [2.187, 1.606, -0.230], [-0.729, -0.330, -1.416], [-1.105, -2.139, -1.290], [0.148, -1.431, -2.337], [0.173, -2.192, 0.500], [2.137, -0.712, 0.759], [0.196, 0.878, 2.149], [0.224, -0.920, 2.466], [-0.872, -0.167, 1.293], [0.328, 1.203, -0.900], [-1.606, 2.201, -0.827], [-1.537, 2.839, -0.095], [-2.316, 1.730, -0.357]],
  "forces_ev_per_angstrom": [[-0.997, -0.570, -0.844], [1.781, 1.064, 0.219], [-1.704, -1.368, -1.690], [-0.717, 0.200, 1.923], [-0.129, 0.360, 0.826], [-0.003, -0.103, -0.334], [-0.567, -0.386, 0.578], [0.265, 0.932, -0.304], [0.370, -0.390, 0.577], [-0.349, -0.107, -0.222], [0.472, 0.353, 0.706], [0.598, -0.628, -0.214], [0.159, 1.026, -1.012], [0.401, -0.118, -0.250], [0.606, -0.346, 0.036], [-1.014, 0.267, 1.668], [0.880, 0.541, -0.695], [-0.052, -0.726, -0.971]],
  "nbo_charge": [-0.43, -0.63, -0.17, -0.63, 0.41, -0.52, 0.18, 0.20, 0.18, 0.36, 0.22, 0.22, 0.22, 0.21, 0.15, -0.92, 0.47, 0.46],
  "orbital_gap_ev": 9.1,
  "multiplicity": 1,
  "largest_force_ev_per_a": 2.76,
  "lumo_ev": 0.44,
  "e_above_lowest_kj_mol": 232.5,
  "homo_ev": -8.622,
  "smiles": "CN[C@H](C)C=O.O"
}


{
  "formula": "CEuF3",
  "method": "ωB97M-V/def2-TZVPD",
  "species": ["C", "F", "F", "Eu", "F"],
  "xyz": [[0.356, 0.303, -0.086], [0.562, 1.410, 0.642], [1.341, 0.253, -0.995], [-1.990, -0.811, -0.602], [0.339, -0.848, 1.086]],
  "forces_ev_per_angstrom": [[-3.006, 0.179, -0.254], [0.588, -0.385, 0.100], [0.909, -0.711, 1.151], [0.788, 0.131, 0.487], [0.720, 0.786, -1.484]],
  "nbo_charge": [0.41, -0.36, -0.35, 0.86, -0.56],
  "orbital_gap_ev": [5.7, 8.5],
  "multiplicity": 9,
  "largest_force_ev_per_a": 3.02,
  "lumo_ev": [-0.09, -0.33],
  "homo_ev": [-5.773, -8.815]
}


{
  "formula": "C3H4IN3O2",
  "method": "ωB97M-V/def2-TZVPD",
  "species": ["C", "C", "C", "N", "N", "N", "O", "O", "I", "H", "H", "H", "H"],
  "xyz": [[0.054, -0.297, 0.270], [1.520, -1.926, -0.282], [-1.093, 0.552, 0.257], [0.921, -0.333, 1.233], [0.306, -1.219, -0.700], [1.895, -1.313, 0.838], [2.046, -2.820, -0.875], [-1.064, 1.559, -0.724], [-2.936, -0.621, -0.051], [-1.219, 0.983, 1.652], [-0.437, -1.274, -1.496], [2.595, -1.637, 1.447], [-1.769, 2.207, -0.634]],
  "forces_ev_per_angstrom": [[2.264, -1.798, 0.122], [-1.516, -0.196, -2.469], [-2.910, 3.308, 3.928], [1.023, -0.249, 0.289], [-0.876, 0.314, -0.841], [-3.067, 2.481, 0.165], [0.440, -0.822, -0.363], [0.946, -0.977, 0.713], [0.276, 0.082, 0.144], [0.454, -1.056, -4.521], [2.544, -0.667, 1.718], [0.635, -0.193, 0.771], [-0.214, -0.227, 0.343]],
  "nbo_charge": [0.23, 0.75, 0.01, -0.25, -0.63, -0.45, -0.61, -0.71, 0.04, 0.23, 0.45, 0.42, 0.50],
  "orbital_gap_ev": 9.0,
  "multiplicity": 1,
  "largest_force_ev_per_a": 5.90,
  "lumo_ev": -0.31,
  "e_above_lowest_kj_mol": 0.0,
  "homo_ev": -9.294
}


{
  "formula": "C4H8O3",
  "method": "ωB97M-V/def2-TZVPD",
  "species": ["C", "C", "O", "O", "C", "C", "O", "H", "H", "H", "H", "H", "H", "H", "H"],
  "xyz": [[1.298, -1.141, 0.562], [0.987, 0.165, -0.135], [1.024, 0.009, -1.575], [-0.314, 0.619, -1.704], [-0.462, 0.685, -0.263], [-1.615, -0.195, 0.180], [-0.684, 2.035, 0.191], [1.151, -1.046, 1.642], [2.341, -1.426, 0.391], [0.670, -1.961, 0.201], [1.691, 0.949, 0.172], [-1.686, -0.227, 1.272], [-1.509, -1.221, -0.185], [-2.566, 0.190, -0.207], [-0.326, 2.565, -0.542]],
  "forces_ev_per_angstrom": [[-0.073, -0.074, 0.123], [-0.076, -0.212, -0.054], [-0.417, 0.259, -0.072], [0.410, 0.161, 0.289], [-0.266, 0.319, 0.290], [-0.079, -0.036, 0.300], [0.344, -1.345, -1.094], [0.035, 0.049, -0.086], [-0.138, 0.127, -0.002], [0.032, 0.216, -0.010], [-0.238, -0.001, 0.017], [0.047, 0.083, -0.120], [0.184, 0.254, 0.003], [0.295, 0.118, 0.017], [-0.062, 0.083, 0.399]],
  "nbo_charge": [-0.64, 0.04, -0.26, -0.27, 0.48, -0.66, -0.71, 0.22, 0.23, 0.22, 0.19, 0.22, 0.22, 0.24, 0.48],
  "orbital_gap_ev": 10.6,
  "multiplicity": 1,
  "largest_force_ev_per_a": 1.77,
  "lumo_ev": 0.94,
  "e_above_lowest_kj_mol": 393.3,
  "homo_ev": -9.687,
  "smiles": "C[C@H]1OO[C@]1(C)O"
}


Number 1: total energy -364.17961 Ha. Number 2: total energy -1047.89481 Ha. Number 3: total energy -729.10421 Ha. Number 4: total energy -382.81503 Ha.